Here is 2 unconnected molecules or ions with the total composition C16H29ClN3O11P from the Open Molecules 2025 dataset. Energies are from wB97M-V/def2-TZVPD.

Computed properties:
Structure (SMILES) ... [H]/N=C(/C)C[C@]1(ON=O)[C@H](P(=N)(O)O)C(=O)O[C@@]1(Cl)CCC(=O)O.COCCOCCOC
Highest occupied orbital energy ... -9.22 eV

Geometry as ORCA input:
```
! RIJCOSX wB97M-V def2-TZVPD def2/J DEFGRID3
* xyz 0 1
H 2.589 -4.301 3.285
N 3.577 -4.087 3.369
C 3.924 -3.184 2.558
C 5.382 -2.809 2.553
C 2.970 -2.560 1.551
C 2.559 -1.076 1.735
O 2.948 -0.380 2.906
N 4.354 -0.284 3.208
O 4.956 0.203 2.349
C 1.031 -1.030 1.834
P 0.177 -1.759 3.290
N -1.048 -2.615 2.921
O -0.267 -0.468 4.147
O 1.227 -2.525 4.213
C 0.573 -1.403 0.422
O -0.465 -1.855 0.010
O 1.656 -1.122 -0.374
C 2.631 -0.381 0.344
Cl 4.198 -0.510 -0.485
C 2.196 1.088 0.192
C 2.835 2.121 1.116
C 1.947 3.329 1.123
O 2.157 4.338 0.504
O 0.817 3.197 1.916
H 5.640 -2.139 1.749
H 5.926 -3.734 2.449
H 5.649 -2.395 3.511
H 3.427 -2.717 0.584
H 2.098 -3.198 1.545
H 0.701 0.006 1.899
H -0.929 -3.541 3.310
H 0.112 0.342 3.792
H 1.375 -2.076 5.048
H 2.416 1.369 -0.823
H 1.122 1.149 0.304
H 2.924 1.800 2.143
H 3.807 2.440 0.780
H 0.064 2.991 1.361
C -5.900 3.523 -3.843
O -4.926 2.510 -3.942
C -3.626 3.036 -4.137
C -2.574 2.011 -3.781
O -2.338 1.890 -2.386
C -3.317 1.193 -1.627
C -3.282 -0.307 -1.806
O -3.942 -0.687 -3.002
C -3.568 -1.980 -3.421
H -5.940 4.126 -4.758
H -6.864 3.041 -3.696
H -5.700 4.175 -2.984
H -3.482 3.931 -3.519
H -3.517 3.311 -5.195
H -1.626 2.355 -4.199
H -2.801 1.042 -4.230
H -4.318 1.589 -1.810
H -3.065 1.403 -0.585
H -3.797 -0.783 -0.961
H -2.239 -0.645 -1.824
H -2.493 -2.027 -3.632
H -4.113 -2.201 -4.337
H -3.824 -2.731 -2.665
*
```

***

Here is a molecular structure, C16H29GaGe from the Open Molecules 2025 dataset. Energies are from wB97M-V/def2-TZVPD.

Computed properties:
Highest occupied orbital energy ... -16.53 eV
ΔE to the lowest compared entry with this formula, charge and spin ... 5.5 kJ/mol

Geometry as ORCA input:
```
! RIJCOSX wB97M-V def2-TZVPD def2/J DEFGRID3
* xyz 2 1
Ga -0.024 0.032 -0.087
C 0.532 2.870 -2.032
C 0.242 1.395 -2.084
C -1.103 0.939 -2.137
C -2.220 1.927 -2.324
C -1.370 -0.455 -2.104
C -2.790 -0.945 -2.129
C -0.296 -1.386 -2.104
C -0.583 -2.858 -2.214
C 1.046 -0.924 -2.095
C 2.180 -1.909 -2.110
C 1.316 0.466 -2.147
C 2.718 0.964 -2.359
H 0.613 3.282 -3.042
H 1.469 3.072 -1.518
H -0.256 3.414 -1.516
H -2.651 2.256 -1.375
H -3.021 1.493 -2.918
H -1.867 2.808 -2.852
H -3.105 -1.128 -3.160
H -3.476 -0.218 -1.701
H -2.902 -1.877 -1.580
H -0.692 -3.329 -1.234
H 0.216 -3.375 -2.738
H -1.500 -3.036 -2.769
H 2.409 -2.201 -3.139
H 1.934 -2.813 -1.558
H 3.084 -1.488 -1.679
H 3.243 1.145 -1.418
H 2.710 1.895 -2.918
H 3.301 0.246 -2.929
C -3.157 -0.264 1.865
Ge -1.770 0.877 2.656
C -1.681 2.678 1.879
C -1.509 0.744 4.595
C -0.039 0.017 1.950
H -4.148 0.100 2.132
H -3.068 -1.289 2.224
H -3.070 -0.254 0.775
H -2.570 3.252 2.140
H -1.625 2.609 0.788
H -0.810 3.219 2.249
H -2.388 1.182 5.067
H -0.628 1.301 4.907
H -1.426 -0.296 4.904
H 0.079 -1.048 2.165
H 0.880 0.559 2.181
*
```

***

Here is a molecular structure, C16H29IrN3O2SSi2 from the Open Molecules 2025 dataset. Energies are from wB97M-V/def2-TZVPD.

Computed properties:
Highest occupied orbital energy ... -3.86 eV
ΔE to the lowest compared entry with this formula, charge and spin ... 78.7 kJ/mol

Geometry as ORCA input:
```
! RIJCOSX wB97M-V def2-TZVPD def2/J DEFGRID3
* xyz -1 1
Ir 0.173 -0.709 -1.130
N 3.872 1.166 -2.493
C 2.569 0.783 -2.235
S 2.241 -0.917 -2.225
N 1.694 1.712 -2.102
N 0.414 1.202 -1.848
C -0.522 1.892 -2.383
C -1.948 1.691 -2.235
C -2.800 2.575 -2.911
C -4.171 2.448 -2.867
C -4.715 1.385 -2.133
C -3.905 0.507 -1.451
C -2.495 0.646 -1.451
O -1.780 -0.152 -0.724
H 4.556 0.456 -2.299
H 4.105 2.091 -2.167
H -0.205 2.716 -3.019
H -2.350 3.380 -3.485
H -4.810 3.140 -3.398
H -5.791 1.246 -2.107
H -4.319 -0.314 -0.878
C -1.150 0.355 2.629
Si 0.254 1.056 1.603
C -0.464 2.515 0.687
C 1.458 1.886 2.804
C 1.182 -0.246 0.627
Si 1.652 -1.856 1.487
C 2.370 -3.211 0.417
C 3.034 -1.492 2.729
C 0.255 -2.611 2.485
H -1.821 1.164 2.935
H -0.791 -0.152 3.527
H -1.736 -0.362 2.047
H -0.782 3.267 1.417
H -1.330 2.225 0.092
H 0.267 2.971 0.016
H 0.912 2.497 3.532
H 2.147 2.542 2.261
H 2.061 1.167 3.361
H 2.109 0.209 0.247
H 2.813 -2.805 -0.490
H 1.583 -3.893 0.099
H 3.143 -3.763 0.966
H 3.992 -1.354 2.219
H 3.139 -2.325 3.431
H 2.839 -0.590 3.312
H -0.699 -2.537 1.957
H 0.141 -2.131 3.460
H 0.465 -3.672 2.650
C -1.405 -3.161 -1.401
O -0.161 -2.643 -1.041
H -1.316 -4.250 -1.500
H -1.779 -2.782 -2.365
H -2.193 -2.961 -0.658
*
```

***

Here is a molecular structure, C16H29MnN4O2 from the Open Molecules 2025 dataset. Energies are from wB97M-V/def2-TZVPD.

Computed properties:
Highest occupied orbital energy (spin up / spin down) ... -15.03 / -14.00 eV
<S²> ... 6.05
ΔE to the lowest compared entry with this formula, charge and spin ... 33.8 kJ/mol

Geometry as ORCA input:
```
! RIJCOSX wB97M-V def2-TZVPD def2/J DEFGRID3
* xyz 2 5
Mn 6.474 14.668 6.410
N 4.787 14.764 7.641
C 4.717 15.979 8.409
C 5.076 17.164 7.440
N 6.259 16.979 6.658
C 7.461 17.595 7.218
C 8.707 16.802 6.874
N 8.481 15.364 7.126
C 6.058 17.571 5.250
C 5.275 16.598 4.353
N 5.742 15.202 4.370
H 3.917 14.672 7.147
H 4.827 13.914 8.209
H 5.430 15.953 9.227
H 3.682 16.106 8.801
H 5.156 18.090 8.067
H 4.211 17.425 6.844
H 7.410 17.753 8.316
H 7.556 18.591 6.804
H 9.448 17.134 7.590
H 9.072 16.971 5.878
H 8.610 15.119 8.141
H 9.268 14.799 6.793
H 7.017 17.793 4.803
H 5.498 18.490 5.239
H 5.217 17.021 3.321
H 4.283 16.583 4.824
H 6.546 15.049 3.757
H 5.093 14.515 4.034
C 7.226 6.411 5.581
C 6.946 7.828 6.053
C 6.760 8.809 5.120
C 6.213 10.036 5.469
C 5.848 11.001 4.403
C 6.148 10.351 6.871
C 6.164 9.299 7.829
C 5.973 9.498 9.326
C 6.681 8.046 7.395
C 5.929 11.787 7.305
O 5.224 12.011 8.322
O 6.497 12.686 6.587
H 6.761 5.675 6.209
H 8.307 6.136 5.677
H 6.926 6.409 4.510
H 6.997 8.530 4.098
H 6.129 10.662 3.390
H 6.336 11.974 4.566
H 4.746 11.175 4.420
H 6.643 10.301 9.747
H 6.214 8.561 9.857
H 4.936 9.875 9.486
H 6.781 7.286 8.176
*
```

***

Here is a molecular structure, C16H30AsGaN2O3SSi2 from the Open Molecules 2025 dataset. Energies are from wB97M-V/def2-TZVPD.

Computed properties:
Highest occupied orbital energy ... -7.75 eV

Geometry as ORCA input:
```
! RIJCOSX wB97M-V def2-TZVPD def2/J DEFGRID3
* xyz 0 1
Ga -0.596 -0.857 -0.064
C 2.090 2.867 -1.647
Si 0.818 1.903 -0.608
C 1.381 1.646 1.203
C -0.751 2.981 -0.353
C -0.557 4.360 -0.417
C -1.556 5.258 -0.088
C -2.798 4.785 0.303
C -3.012 3.421 0.356
C -2.006 2.506 0.047
Si -2.506 0.664 0.125
C -3.591 0.322 1.667
C -3.517 0.368 -1.484
H 2.521 3.698 -1.100
H 1.646 3.245 -2.562
H 2.893 2.196 -1.935
H 1.628 2.587 1.686
H 2.248 0.992 1.257
H 0.576 1.180 1.775
H 0.405 4.736 -0.731
H -1.368 6.323 -0.132
H -3.585 5.475 0.576
H -3.983 3.050 0.654
H -4.571 0.775 1.563
H -3.130 0.718 2.565
H -3.727 -0.746 1.802
H -4.414 0.981 -1.526
H -3.806 -0.675 -1.580
H -2.896 0.620 -2.341
O 0.912 -1.512 1.303
N 1.103 -2.497 0.556
O 2.132 -3.097 0.576
O 0.162 -2.832 -0.191
C -3.795 -5.754 -0.166
C -4.364 -4.350 0.039
C -3.355 -3.335 -0.062
N -2.590 -2.489 -0.152
H -4.600 -6.479 -0.083
H -3.039 -5.975 0.583
H -3.348 -5.841 -1.151
H -4.820 -4.267 1.030
H -5.126 -4.131 -0.717
C 4.884 -1.897 -1.316
As 4.028 -0.935 0.173
C 5.123 -1.782 1.577
C 5.111 0.717 0.018
S 0.699 0.056 -1.728
H 5.969 -1.824 -1.250
H 4.560 -1.486 -2.271
H 4.595 -2.946 -1.278
H 6.179 -1.761 1.311
H 4.811 -2.819 1.696
H 4.996 -1.277 2.534
H 6.173 0.497 -0.067
H 4.960 1.356 0.888
H 4.806 1.280 -0.861
*
```

***

Here is 6 unconnected molecules or ions with the total composition C16H30BCl4F4O6S2 from the Open Molecules 2025 dataset. Energies are from wB97M-V/def2-TZVPD.

Computed properties:
Highest occupied orbital energy ... -7.94 eV
ΔE to the lowest compared entry with this formula, charge and spin ... 18.9 kJ/mol

Geometry as ORCA input:
```
! RIJCOSX wB97M-V def2-TZVPD def2/J DEFGRID3
* xyz -1 1
B 1.046 -0.616 0.322
F 0.805 0.715 0.021
F 0.227 -0.900 1.433
F 0.676 -1.454 -0.745
F 2.395 -0.829 0.658
C -0.203 3.860 2.303
C -0.960 2.803 1.455
C -2.248 2.371 2.262
S -2.317 3.392 3.834
O -2.671 2.591 5.002
O -2.959 4.693 3.608
C -0.565 3.604 3.772
H -0.614 4.838 2.046
H 0.855 3.730 2.088
H -0.262 1.974 1.352
H -1.246 3.160 0.467
H -2.103 1.323 2.520
H -3.227 2.446 1.791
H -0.112 2.639 4.014
H -0.129 4.286 4.501
C -4.180 -1.463 -0.635
C -3.053 -2.219 0.128
C -3.668 -2.649 1.420
S -4.773 -1.194 1.968
O -3.911 -0.432 2.899
O -6.025 -1.712 2.427
C -4.874 -0.436 0.314
H -4.903 -2.235 -0.904
H -3.840 -0.900 -1.503
H -2.175 -1.572 0.180
H -2.701 -3.102 -0.407
H -3.086 -2.785 2.330
H -4.326 -3.513 1.328
H -4.225 0.439 0.393
H -5.832 -0.022 0.007
O 2.587 -0.471 -4.725
C 2.188 0.608 -4.342
O 2.087 1.651 -5.132
C 1.898 2.893 -4.484
C 1.466 2.444 -3.050
C 1.999 0.997 -2.845
H 1.132 3.467 -5.003
H 2.785 3.524 -4.420
H 0.380 2.409 -2.946
H 1.679 3.120 -2.221
H 1.282 0.279 -2.454
H 2.980 0.983 -2.376
Cl 2.686 -5.788 0.495
C 1.846 -4.215 0.430
C 0.584 -4.131 1.395
Cl -0.642 -5.371 0.801
H 1.525 -4.033 -0.591
H 2.559 -3.506 0.847
H 0.165 -3.131 1.498
H 0.751 -4.486 2.411
Cl 4.985 -3.142 -2.026
C 4.747 -1.364 -2.205
C 6.029 -0.605 -1.758
Cl 5.683 1.087 -1.858
H 3.886 -1.048 -1.619
H 4.635 -1.166 -3.269
H 6.908 -0.784 -2.378
H 6.379 -1.054 -0.828
*
```